# 1
DFT (ωB97M-V with the def2-TZVPD basis set) results for a molecular structure, C38H37N6O6STi.

Calculated values
E_tot in eV: -95160.851
HOMO energy in Ha: -0.5910
Kohn-Sham gap in eV: 6.94
Charge: +3
ΔE to the lowest compared entry with this formula, charge and spin in kcal/mol: 26.28

```
89
Properties=species:S:1:pos:R:3:forces:R:3
Ti -0.4655 -0.6003 0.3953 0.60 -0.84 0.17
C 5.1602 -0.5969 4.7557 -0.02 0.02 0.08
C 4.1783 -0.5345 3.6244 0.04 -0.01 0.00
C 4.5809 -0.5149 2.3000 -0.10 0.14 -0.06
C 3.6695 -0.3564 1.2429 -0.32 0.02 0.30
C 4.2941 -0.3111 -0.0652 0.10 -0.04 -0.20
N 4.2500 0.6465 -0.9244 0.04 -0.14 0.07
C 3.7333 2.0069 -0.7350 -0.37 0.39 -0.03
C 2.4212 2.3089 -1.4630 0.10 -0.19 -0.05
C 2.3289 1.7816 -2.9073 0.24 0.17 0.03
N 1.3570 0.6880 -2.9446 -0.27 0.01 -0.20
C 0.4875 0.4815 -3.8887 0.21 0.03 0.01
C -0.7222 -0.2466 -3.7323 -0.09 -0.28 0.43
C -1.5961 -0.3561 -4.8334 0.08 0.14 0.09
C -2.9276 -0.6959 -4.6927 -0.01 -0.06 -0.01
C -3.8360 -0.8701 -5.8735 -0.10 0.08 -0.04
C -3.4107 -0.7819 -3.3868 0.03 0.10 -0.01
C -2.5803 -0.7124 -2.2677 0.43 -0.05 0.09
C -3.1640 -0.6807 -0.9473 -0.04 -0.07 0.05
N -2.5247 -0.6686 0.1686 -0.67 -0.03 -0.15
C -3.3217 -0.5746 1.4009 -0.10 -0.18 0.29
C -2.9480 -1.7013 2.3677 0.15 0.18 -0.11
C -1.7631 -1.3414 3.2472 -0.32 -0.15 0.10
N -0.5248 -1.0277 2.4930 0.23 0.16 0.38
C 0.4883 -0.7459 3.2271 -0.22 -0.15 0.08
C 1.8621 -0.5068 2.8242 0.11 0.20 -0.32
C 2.8083 -0.5268 3.8535 -0.02 -0.04 -0.05
C 2.2725 -0.3735 1.4740 0.63 -0.10 0.43
O 1.4070 -0.4166 0.4738 0.50 -0.23 0.11
C -1.1845 -0.5943 -2.4334 -0.64 0.11 -0.78
O -0.3613 -0.7267 -1.4197 -0.04 0.02 -1.03
H 6.1773 -0.7359 4.3970 0.00 -0.01 0.00
H 4.9176 -1.4127 5.4368 0.03 -0.01 -0.02
H 5.1293 0.3271 5.3356 0.02 0.00 -0.02
H 5.6392 -0.5791 2.0686 0.01 0.01 0.03
H 4.9505 -1.1400 -0.3241 -0.05 0.00 -0.14
H 4.7821 0.5100 -1.7774 0.09 -0.08 0.03
H 4.5167 2.6739 -1.0962 0.08 -0.08 0.03
H 3.6026 2.1810 0.3317 0.08 -0.07 0.02
H 2.2910 3.3901 -1.4505 0.00 0.01 0.02
H 1.5980 1.8918 -0.8868 -0.10 0.04 0.04
H 3.2941 1.4351 -3.2849 -0.04 -0.03 -0.01
H 1.9980 2.5701 -3.5794 -0.05 -0.05 -0.03
H 1.1807 0.2013 -2.0725 0.02 -0.08 0.14
H 0.6517 0.9985 -4.8305 0.03 0.01 0.01
H -1.2026 -0.1302 -5.8187 -0.03 0.00 -0.01
H -3.2695 -0.9357 -6.7996 -0.01 -0.01 -0.01
H -4.5294 -0.0315 -5.9600 0.02 0.00 0.00
H -4.4348 -1.7747 -5.7742 0.03 -0.02 -0.01
H -4.4796 -0.8900 -3.2310 0.00 -0.03 0.00
H -4.2532 -0.6279 -0.9231 0.00 -0.05 0.06
H -4.3845 -0.6153 1.1618 0.02 0.00 -0.08
H -3.1215 0.3928 1.8689 -0.03 0.04 -0.07
H -2.7569 -2.6168 1.8031 -0.06 -0.05 0.04
H -3.7938 -1.8972 3.0261 0.00 -0.02 0.01
H -1.5557 -2.1652 3.9324 0.07 0.00 -0.03
H -2.0296 -0.4713 3.8530 0.08 0.03 -0.03
H 0.3486 -0.7556 4.3101 -0.03 -0.05 0.00
H 2.4558 -0.5977 4.8773 -0.03 0.00 -0.01
O -1.2154 1.7291 -0.9507 -0.04 0.33 0.25
C -0.9148 2.0520 0.1935 -0.19 0.50 -0.87
O -0.6352 1.1151 1.0865 -0.17 0.66 0.52
C -0.7657 3.4618 0.6111 0.12 -0.01 0.26
C -1.2131 4.4710 -0.2405 0.00 -0.13 0.02
C -1.0093 5.7956 0.0990 0.00 0.19 -0.01
C -0.3465 6.0871 1.2796 -0.02 -0.33 -0.08
C 0.0925 5.1007 2.1467 0.05 0.20 0.08
C -0.1262 3.7777 1.8106 -0.09 -0.07 -0.07
N -0.0924 7.5062 1.6279 -0.08 0.16 0.13
O 0.5531 7.7117 2.6336 -0.07 -0.02 -0.19
O -0.5563 8.3415 0.8848 0.12 -0.12 0.09
H -1.7273 4.2036 -1.1534 0.02 0.04 -0.02
H -1.3486 6.6050 -0.5315 -0.01 0.00 0.00
H 0.5906 5.3875 3.0616 0.00 -0.01 0.00
H 0.1908 2.9839 2.4735 0.03 0.03 0.01
S 0.6321 -5.0080 1.5028 -0.07 0.19 -0.11
C 0.6598 -3.3497 1.1359 0.04 -0.26 -0.05
N -0.2827 -2.8835 0.3541 0.08 0.02 0.40
C -1.1203 -3.9336 -0.0469 -0.06 -0.39 -0.03
C -2.1826 -3.8882 -0.9520 0.04 0.08 0.05
C -2.8986 -5.0367 -1.2134 -0.01 0.08 -0.04
C -2.5832 -6.2502 -0.5942 0.04 -0.04 0.03
C -1.5115 -6.3347 0.2670 -0.03 -0.11 -0.01
C -0.7851 -5.1752 0.5201 0.08 0.28 0.02
H 1.4421 -2.7302 1.5475 -0.04 0.00 0.04
H -2.4155 -2.9774 -1.4720 -0.04 0.06 -0.05
H -3.7131 -5.0030 -1.9248 -0.01 0.00 0.02
H -3.1724 -7.1307 -0.8097 0.02 -0.01 0.00
H -1.2356 -7.2745 0.7262 -0.01 0.00 -0.01
```
Forces are in eV/Å.

Results of the Mulliken charge analysis, in e, for atoms 1 through 5:
1. Ti -0.420
2. C -1.687
3. C 0.014
4. C -0.936
5. C -0.138


# 2
DFT (ωB97M-V with the def2-TZVPD basis set) results for a molecular structure, C38H38AlFN5O7S2.

Calculated values
E_tot in eV: -92788.855
HOMO energy in Ha: -0.2660
Kohn-Sham gap in eV: 3.93
Charge: +1
ΔE to the lowest compared entry with this formula, charge and spin in kcal/mol: 0.00

```
92
Properties=species:S:1:pos:R:3:forces:R:3
Al 16.7236 -11.6808 9.3218 -1.08 -0.23 -1.89
F 20.8745 -15.1557 5.3081 0.00 0.49 -0.30
C 21.1634 -14.0874 6.1030 -0.51 -0.94 -1.04
C 20.1396 -13.4539 6.7515 -0.05 0.31 0.58
C 20.4753 -12.4814 7.6981 0.94 -0.55 0.75
C 19.4134 -11.9565 8.6005 0.87 0.42 0.35
O 18.2758 -12.4861 8.6613 0.91 -0.22 -0.22
C 19.8291 -10.8599 9.4440 0.47 0.60 -0.43
C 21.1678 -10.5127 9.4897 -0.48 -1.62 -0.76
N 22.1504 -11.3238 8.9729 0.20 0.78 0.17
C 23.4886 -11.1354 9.5060 0.23 -0.10 -2.03
C 23.9748 -12.2072 10.4177 -0.03 -1.64 -0.60
C 23.6208 -10.8855 10.9492 -0.90 0.53 1.37
C 21.8891 -12.2748 7.9890 -2.86 0.27 0.56
C 22.8725 -12.9857 7.3030 0.79 1.10 0.43
C 22.5181 -13.7802 6.2210 0.86 0.35 0.36
N 23.5141 -14.2613 5.3120 -0.16 -1.51 1.32
C 23.3975 -13.8443 3.9222 -1.69 1.07 1.55
C 24.2345 -14.6947 3.0254 0.52 0.44 -1.05
N 25.6427 -14.8807 3.5964 0.74 -0.60 -1.05
C 25.6316 -15.3886 5.0092 0.91 1.24 0.88
C 24.8734 -14.3856 5.8601 -1.44 0.85 -0.25
C 18.8745 -10.0214 10.2684 -0.22 0.31 0.44
O 19.3166 -9.0667 10.9022 -0.78 -1.10 -0.67
O 17.6144 -10.4464 10.3052 1.43 0.97 0.10
H 19.0768 -13.6951 6.6369 0.45 -0.15 -0.20
H 21.5509 -9.6206 9.9548 -0.33 -0.02 0.48
H 24.2199 -10.8145 8.7450 -0.44 0.45 0.64
H 25.0131 -12.4880 10.3078 0.08 0.11 0.20
H 23.3065 -13.0653 10.4409 0.02 0.21 0.58
H 24.4349 -10.2875 11.2750 0.53 0.52 0.14
H 22.7208 -10.7412 11.5827 0.64 -0.27 -0.69
H 23.9153 -12.7956 7.6309 -0.76 -0.15 -0.66
H 23.5704 -12.7517 3.9369 0.46 -0.21 -0.84
H 22.3042 -13.9453 3.6938 1.04 -0.10 -0.34
H 24.3277 -14.2874 1.9816 -0.01 -0.30 1.09
H 23.8174 -15.6922 2.9648 -0.03 -0.22 0.06
H 26.2427 -14.0359 3.5270 -0.71 -0.28 0.10
H 26.1245 -15.5868 2.9926 -0.43 0.65 0.56
H 26.6685 -15.4071 5.3923 -0.36 -0.34 -0.52
H 25.1807 -16.3633 5.0047 -0.21 -0.37 0.07
H 25.3469 -13.3671 5.8643 0.25 -0.72 -0.05
H 24.7794 -14.7019 6.9182 0.29 -0.09 -0.73
O 18.3452 -10.8087 6.3223 -1.24 0.01 0.52
C 17.1737 -11.1675 6.5556 1.18 -0.35 0.21
O 16.5032 -10.8236 7.6518 1.04 -0.40 -0.58
C 16.5072 -12.0889 5.5578 -0.35 -0.11 1.52
C 16.8637 -11.9466 4.2197 -0.54 0.21 0.36
C 16.0383 -12.4932 3.2693 0.63 -0.25 -0.63
C 15.0152 -13.3786 3.6540 -0.40 0.08 -1.48
C 14.7836 -13.7271 4.9447 1.23 0.74 1.51
C 15.5713 -13.0738 5.9763 -0.49 -0.22 -1.27
S 15.3540 -13.6585 7.5750 0.28 0.09 1.43
H 17.7675 -11.3820 4.0158 -0.34 0.27 -0.24
H 16.2640 -12.2660 2.2256 -0.31 -0.35 0.16
H 14.3937 -13.8197 2.8701 0.18 0.10 0.15
H 14.0762 -14.4965 5.2531 0.11 0.28 -0.17
C 16.0994 -15.1050 12.4274 0.59 -0.71 -1.01
N 16.1230 -13.7317 12.8489 -0.46 0.32 1.05
C 16.3848 -12.6926 12.0431 -0.24 0.37 -2.60
N 16.4332 -11.4616 12.5435 -0.04 0.20 1.08
O 16.5199 -12.8631 10.7872 0.48 -0.77 0.83
H 15.7671 -15.7586 13.2292 -0.24 0.29 0.13
H 17.1323 -15.4279 12.2123 -0.47 0.09 -0.23
H 15.4631 -15.2450 11.5396 0.30 -0.05 0.26
H 15.5573 -13.5216 13.6570 0.28 0.12 0.07
H 16.4504 -11.4279 13.5531 0.11 0.57 -0.22
H 16.7539 -10.6761 11.9530 -0.13 -0.65 0.37
O 15.0053 -11.1282 9.7254 -0.59 1.35 0.29
S 14.2423 -9.7602 9.7598 1.16 -1.88 -0.67
C 13.1067 -10.1194 11.0535 -0.02 -0.44 0.99
C 12.8072 -9.0736 11.9257 0.05 -0.59 -0.67
C 11.7503 -9.2639 12.7922 0.07 -0.78 0.64
C 11.1258 -10.5314 12.9133 0.89 0.62 -0.08
C 11.6547 -11.6359 12.2374 -0.28 0.11 -0.13
C 12.6570 -11.4311 11.2910 -0.50 1.04 -1.09
C 13.1856 -9.8744 8.3094 -0.83 0.45 0.32
C 13.3764 -10.7873 7.3085 0.19 -0.08 -0.20
C 12.4241 -10.8044 6.2711 0.16 -0.26 0.12
C 11.3145 -9.9735 6.2486 -0.04 -0.16 1.43
C 11.0764 -9.1351 7.3716 0.11 0.32 -1.74
C 12.0721 -9.0335 8.3119 0.14 0.60 0.74
H 13.4430 -8.1901 11.9127 -0.53 0.14 -0.07
H 11.5517 -8.4515 13.4682 -0.58 0.06 0.18
H 10.2868 -10.6621 13.5823 0.04 0.05 0.08
H 11.2260 -12.6364 12.3984 0.28 0.56 -0.14
H 12.9726 -12.1683 10.5615 0.06 -0.35 0.37
H 14.2654 -11.4179 7.3510 -0.49 -0.09 -0.23
H 12.5277 -11.5567 5.5073 0.26 0.02 -0.31
H 10.6058 -10.0365 5.4310 0.02 0.03 0.11
H 10.1960 -8.4727 7.3637 0.59 -0.36 0.22
H 12.0573 -8.2412 9.0555 -0.44 -0.16 0.17
```
Forces are in eV/Å.

Results of the Mulliken charge analysis, in e, for atoms 1 through 5:
1. Al 0.348
2. F -0.382
3. C -0.168
4. C -1.053
5. C -0.136